Record 1
# C3H8N2O

A 2-piece molecular cluster, C3H8N2O overall in a non-equilibrium geometry (the ωB97M-V functional and the def2-TZVPD basis, the Open Molecules 2025 dataset).

Output
HOMO-LUMO gap (alpha / beta) (eV): 6.84 / 4.39
Energy above the lowest of the compared OMol25 structures with the same formula, charge and spin (kcal/mol): 63.0
Net charge: +1
Strongest force on any atom (eV/A): 2.2
Multiplicity: 2

CARTESIAN COORDINATES (ANGSTROEM)
C 1.931 -2.252 -0.968
C 1.476 -1.309 -0.145
O 1.914 0.009 -0.086
H 1.359 -3.168 -1.052
H 2.885 -2.187 -1.484
H 0.998 -1.682 0.765
H 2.448 -0.021 0.719
N -2.455 0.710 0.036
C -1.475 1.586 0.168
N -0.884 1.928 1.286
H -2.745 0.791 -0.931
H -3.241 0.557 0.660
H -1.232 2.198 -0.702
H -0.977 2.840 1.734

***

Record 2
# C3H8N2O2

One molecule with the formula C3H8N2O2 in a non-equilibrium geometry (the ωB97M-V functional and the def2-TZVPD basis, the Open Molecules 2025 dataset).

Output
HOMO-LUMO gap (eV): 10.32
Energy above the lowest of the compared OMol25 structures with the same formula, charge and spin (kcal/mol): 21.9
Strongest force on any atom (eV/A): 1.5

CARTESIAN COORDINATES (ANGSTROEM)
O 1.605 0.043 -1.631
C 0.404 0.191 -1.545
N -0.384 0.869 -2.396
C -0.296 -0.430 -0.350
N 0.342 0.057 0.869
C -0.114 -0.596 2.042
O -1.336 -0.055 2.502
H -0.001 1.347 -3.194
H -1.334 1.005 -2.137
H -1.371 -0.339 -0.309
H -0.142 -1.515 -0.444
H 1.328 -0.058 0.689
H -0.390 -1.645 1.842
H 0.610 -0.597 2.856
H -1.345 0.870 2.229

***

Record 3
# C3H8N2O2

A 2-piece molecular cluster, C3H8N2O2 overall in a non-equilibrium geometry (the ωB97M-V functional and the def2-TZVPD basis, the Open Molecules 2025 dataset).

Output
HOMO-LUMO gap (eV): 9.08
Energy above the lowest of the compared OMol25 structures with the same formula, charge and spin (kcal/mol): 14.9
Strongest force on any atom (eV/A): 2.3

CARTESIAN COORDINATES (ANGSTROEM)
C -1.591 0.570 0.055
C -2.803 0.024 0.190
C 2.055 0.010 0.317
N -0.789 0.324 -1.057
N 1.296 -1.115 0.296
O 3.225 -0.208 0.975
O 1.909 1.003 -0.364
H 3.822 0.536 0.815
H -1.149 1.160 0.847
H -1.265 -0.030 -1.876
H -0.013 0.964 -1.184
H 0.407 -1.073 -0.198
H 1.616 -1.936 0.779
H -3.428 0.254 1.033
H -3.292 -0.481 -0.628

***

Record 4
# C3H8N2O2

One molecule with the formula C3H8N2O2 (the ωB97M-V functional and the def2-TZVPD basis, the Open Molecules 2025 dataset).

Output
HOMO-LUMO gap (eV): 10.31
Energy above the lowest of the compared OMol25 structures with the same formula, charge and spin (kcal/mol): 24.0
Strongest force on any atom (eV/A): 0.3

CARTESIAN COORDINATES (ANGSTROEM)
N -1.451 1.391 0.415
C -0.905 0.105 0.100
O -1.995 -0.755 0.050
N -0.134 0.170 -1.128
C 1.136 -0.505 -0.907
C 1.319 -0.395 0.606
O -0.009 -0.422 1.094
H -2.233 1.260 1.048
H -0.751 1.950 0.892
H -0.035 1.135 -1.417
H 1.942 -0.044 -1.485
H 1.062 -1.557 -1.210
H 1.820 0.546 0.882
H 1.868 -1.229 1.053
H -1.635 -1.650 0.008

***

Record 5
# C3H8N2O2

One molecule with the formula C3H8N2O2 in a non-equilibrium geometry (the ωB97M-V functional and the def2-TZVPD basis, the Open Molecules 2025 dataset).

Output
HOMO-LUMO gap (eV): 10.53
Energy above the lowest of the compared OMol25 structures with the same formula, charge and spin (kcal/mol): 13.4
Strongest force on any atom (eV/A): 1.8

CARTESIAN COORDINATES (ANGSTROEM)
C 0.163 -0.308 0.332
N -1.029 0.459 -0.025
C -2.284 -0.025 -0.008
O -2.324 -1.111 0.843
O -3.258 0.286 -0.654
C 1.329 0.517 -0.285
N 2.592 -0.166 -0.474
H 0.286 -0.422 1.412
H 0.113 -1.322 -0.056
H -0.969 1.343 -0.501
H -3.186 -1.497 0.641
H 1.434 1.429 0.340
H 0.970 0.877 -1.262
H 2.862 -0.574 0.416
H 3.298 0.514 -0.720

***

Record 6
# C3H8N2O2

C3H8N2O2 as an isolated structure in a non-equilibrium geometry (the ωB97M-V functional and the def2-TZVPD basis, the Open Molecules 2025 dataset).

Output
HOMO-LUMO gap (alpha / beta) (eV): 8.51 / 8.74
Energy above the lowest of the compared OMol25 structures with the same formula, charge and spin (kcal/mol): 178.9
Strongest force on any atom (eV/A): 3.3

CARTESIAN COORDINATES (ANGSTROEM)
C 1.837 -1.048 -0.344
C -1.416 0.771 -1.076
N 1.161 0.230 -0.210
C -0.731 0.213 0.093
O 1.802 1.026 0.708
O -2.540 -0.199 1.247
N -0.613 -0.380 1.134
H 1.785 0.584 1.580
H -2.549 0.215 2.123
H 1.318 -1.634 -1.102
H 1.876 -1.620 0.591
H 2.863 -0.873 -0.688
H -1.897 1.705 -0.783
H -0.703 0.934 -1.883
H -2.194 0.076 -1.390

***

Record 7
# C3H8N2O2

C3H8N2O2 as an isolated structure in a non-equilibrium geometry (the ωB97M-V functional and the def2-TZVPD basis, the Open Molecules 2025 dataset).

Output
HOMO-LUMO gap (eV): 9.95
Energy above the lowest of the compared OMol25 structures with the same formula, charge and spin (kcal/mol): 182.8
Strongest force on any atom (eV/A): 9.5

CARTESIAN COORDINATES (ANGSTROEM)
C -0.586 -0.410 2.282
C 0.455 0.333 0.395
C 0.004 -0.580 -1.848
H -0.073 -1.207 2.528
H -0.397 0.649 3.108
H -1.601 -0.791 2.850
H 0.914 1.237 0.504
H 1.280 -0.652 0.569
H 0.694 -1.364 -1.750
H -0.743 -1.021 -1.382
H -0.639 -0.328 -2.994
N 0.427 0.492 -1.092
N 0.605 1.741 -1.519
O -0.741 -0.024 0.978
O 0.399 1.926 -2.629

***

Record 8
# C3H8N2O2

One molecule with the formula C3H8N2O2 (the ωB97M-V functional and the def2-TZVPD basis, the Open Molecules 2025 dataset).

Output
HOMO-LUMO gap (eV): 10.23
Energy above the lowest of the compared OMol25 structures with the same formula, charge and spin (kcal/mol): 8.2
Strongest force on any atom (eV/A): 0.4

CARTESIAN COORDINATES (ANGSTROEM)
N -1.496 1.966 0.928
C -1.042 0.800 0.348
O -1.807 -0.138 0.155
N 0.294 0.803 0.034
C 0.969 -0.181 -0.819
C 0.988 -1.627 -0.312
O -0.243 -2.277 -0.223
H -2.386 1.857 1.391
H -0.846 2.590 1.378
H 0.723 1.716 0.027
H 2.017 0.144 -0.840
H 0.590 -0.146 -1.848
H 1.537 -1.656 0.645
H 1.580 -2.192 -1.042
H -0.879 -1.657 0.178

***

Record 9
# C3H8N2O2

A 2-piece molecular cluster, C3H8N2O2 overall (the ωB97M-V functional and the def2-TZVPD basis, the Open Molecules 2025 dataset).

Output
HOMO-LUMO gap (eV): 10.31
Energy above the lowest of the compared OMol25 structures with the same formula, charge and spin (kcal/mol): 70.9
Strongest force on any atom (eV/A): 0.8

CARTESIAN COORDINATES (ANGSTROEM)
C 1.225 0.075 1.269
C 0.326 -0.747 -0.956
C 0.526 0.408 -0.020
N -3.288 -0.287 0.097
N -2.872 0.892 -0.268
O -2.436 -1.092 0.446
O 0.073 1.510 -0.253
H 0.454 -0.169 2.000
H 1.875 -0.785 1.159
H 1.778 0.932 1.641
H -0.003 -0.396 -1.934
H -0.462 -1.371 -0.525
H 1.224 -1.350 -1.052
H -3.579 1.549 -0.559
H -1.886 1.181 -0.278

***

Record 10
# C3H8N2O2

A 2-piece molecular cluster, C3H8N2O2 overall (the ωB97M-V functional and the def2-TZVPD basis, the Open Molecules 2025 dataset).

Output
HOMO-LUMO gap (eV): 9.80
Energy above the lowest of the compared OMol25 structures with the same formula, charge and spin (kcal/mol): 15.0
Strongest force on any atom (eV/A): 0.4

CARTESIAN COORDINATES (ANGSTROEM)
O 0.503 0.161 -2.000
C 1.187 1.085 -1.501
O 1.212 1.431 -0.297
H 1.816 1.664 -2.202
C -0.520 0.335 2.408
N -0.314 -0.202 1.075
C -1.021 -1.177 0.592
N -0.941 -1.574 -0.654
H -1.126 1.237 2.351
H 0.444 0.620 2.826
H -0.988 -0.407 3.041
H 0.307 0.402 0.433
H -1.670 -1.718 1.266
H -0.396 -0.952 -1.319
H -1.581 -2.293 -0.956

***

Record 11
# C3H8N2O2

A 2-piece molecular cluster, C3H8N2O2 overall in a non-equilibrium geometry (the ωB97M-V functional and the def2-TZVPD basis, the Open Molecules 2025 dataset).

Output
HOMO-LUMO gap (eV): 8.47
Energy above the lowest of the compared OMol25 structures with the same formula, charge and spin (kcal/mol): 57.9
Strongest force on any atom (eV/A): 3.3

CARTESIAN COORDINATES (ANGSTROEM)
C 1.607 -0.152 -0.535
C 1.728 -1.316 0.133
N 1.955 -1.354 1.547
N 1.122 -0.130 -1.878
H 1.833 0.820 -0.083
H 1.657 -2.296 -0.401
H 1.722 -2.256 1.962
H 1.398 -0.600 2.006
H 1.514 -0.953 -2.426
H 1.458 0.658 -2.409
O -1.924 2.161 0.251
C -2.350 1.068 -0.042
O -2.144 -0.030 0.661
H -2.940 0.836 -0.998
H -1.543 -0.473 0.034

***

Record 12
# C3H8N2O2

One molecule with the formula C3H8N2O2 in a non-equilibrium geometry (the ωB97M-V functional and the def2-TZVPD basis, the Open Molecules 2025 dataset).

Output
HOMO-LUMO gap (eV): 9.96
Energy above the lowest of the compared OMol25 structures with the same formula, charge and spin (kcal/mol): 39.3
Strongest force on any atom (eV/A): 2.3

CARTESIAN COORDINATES (ANGSTROEM)
O -0.476 -2.418 0.030
C -0.556 -1.458 -0.711
N -1.541 -1.324 -1.651
C 0.436 -0.297 -0.587
N 0.133 0.325 0.732
C 1.136 1.288 1.144
O 0.623 2.425 1.781
H -2.246 -2.051 -1.616
H -1.939 -0.400 -1.745
H 1.425 -0.762 -0.662
H 0.216 0.461 -1.337
H -0.431 -0.362 1.205
H 1.965 0.733 1.623
H 1.574 1.575 0.170
H -0.318 2.266 1.624